Computed, not measured: a gas-phase ion, C2H3Cl2O2Si (charge -1) at a distorted geometry, with wB97M-V/def2-TZVPD.

```
10
Properties=species:S:1:pos:R:3:forces:R:3
C -1.115688 0.337528 -0.826479 1.348 1.517 0.426
Si 0.654137 0.529571 0.377400 -1.561 -1.335 -4.238
Cl 1.499063 2.238141 -0.605020 0.521 -0.256 -0.052
Cl -0.049535 1.438168 1.978335 -0.900 0.902 2.229
C 1.112982 -1.520016 0.663003 -0.009 0.762 -0.238
O 1.000626 -2.149559 -0.359940 -0.031 -0.207 -1.420
O 1.247618 -1.797082 1.825811 0.295 0.027 1.769
H -1.579982 1.363542 -1.063306 0.221 -1.296 1.531
H -1.196114 -0.052245 -1.843852 1.035 -0.682 0.151
H -1.573110 -0.388050 -0.145953 -0.919 0.567 -0.158
```
Positions in Å, forces in eV/Å.

The total energy is -1438.5189 Eh. The value obtained for the relative energy (zero: lowest compared OMol25 entry of this formula, charge and spin) is 23.6 kcal per mole. The value obtained for the orbital gap is 7.586 eV. Its net charge is -1. Its SMILES is C[Si](Cl)(Cl)C(=O)[O-]. The highest occupied orbital energy comes out at -4.18 eV.